86
Properties=species:S:1:pos:R:3:forces:R:3:lowdin_charge:R:1 method="wB97M-V/def2-TZVPD" e_tot_ha=-3348.192287 charge=+1 multiplicity=1
C 0.54857 -1.45924 3.02969 -0.1 0.0 -0.1 -0.0709
C -0.65443 -0.84841 3.73483 0.5 0.1 0.0 -0.1361
C -1.25436 0.28659 2.97224 0.6 0.8 -1.1 -0.4455
O -0.77115 0.82520 2.00708 -0.6 -0.6 0.8 0.1512
O -2.45003 0.74789 3.50618 -0.1 -0.4 0.3 -0.0140
C -3.58203 0.48188 2.71633 -0.2 0.3 -0.4 -0.2303
C -3.95608 -1.00045 2.81544 0.0 -0.3 0.3 -0.4150
S -5.69891 -1.28469 2.40903 -0.2 0.5 -0.6 0.9088
P -5.78648 -3.51167 2.45891 0.2 -1.1 -0.6 0.5924
N -5.70404 -4.05845 1.02625 0.0 -0.1 0.4 -0.2765
H 1.39035 -0.77146 3.05845 0.1 0.0 0.0 0.0919
H 0.33719 -1.66183 1.98105 -0.1 0.0 0.0 0.0734
H 0.83485 -2.38708 3.51680 0.1 0.0 0.1 0.0589
H -0.34750 -0.43199 4.69915 -0.1 0.0 0.1 0.1406
H -1.41568 -1.59287 3.96431 -0.1 0.0 0.0 0.1103
H -3.40633 0.74532 1.67192 0.0 0.0 0.0 0.1106
H -4.39468 1.10229 3.08867 0.0 0.1 0.2 0.1287
H -3.77534 -1.39649 3.81279 0.0 0.1 0.1 0.0958
H -3.43923 -1.62243 2.08008 0.1 0.1 -0.1 0.0642
H -6.39353 -0.81414 3.47560 0.3 -0.1 0.3 -0.0603
H -4.75139 -3.82755 3.35207 -0.1 0.3 0.3 0.0154
H -7.00179 -3.75303 3.09353 -0.1 0.5 0.1 -0.0071
H -4.83784 -4.53282 0.79893 0.1 0.2 -0.3 0.0010
C 0.01258 1.50523 -1.07574 0.0 0.1 -0.1 0.0452
N 0.55035 0.20882 -1.56865 -0.1 0.0 0.1 -0.4408
O 0.84115 0.11966 -2.74471 0.0 0.0 -0.2 0.0519
O 0.64729 -0.69760 -0.76766 -0.1 -0.1 0.1 0.0581
H -0.03589 2.19156 -1.90811 0.0 0.0 -0.1 0.0675
H -0.97470 1.30590 -0.67256 0.0 0.0 0.1 0.0730
H 0.67106 1.86764 -0.29315 0.0 -0.1 0.1 0.1085
C -2.83296 -1.48349 -2.37210 0.1 -0.1 0.0 0.0762
N -2.89767 -1.27252 -0.90106 0.0 0.1 -0.2 -0.4187
O -2.91996 -2.24390 -0.17921 -0.1 -0.3 0.2 0.0556
O -2.94114 -0.12761 -0.50163 -0.1 0.2 0.0 0.0543
H -2.80865 -2.54916 -2.55889 0.0 0.0 0.0 0.1033
H -3.71362 -1.01521 -2.80007 0.0 0.1 0.0 0.1089
H -1.93161 -0.99307 -2.72896 0.0 0.0 0.0 0.0959
C -9.37346 -1.42665 5.92158 0.0 0.1 0.1 0.0785
N -8.06468 -1.24144 5.24334 0.1 0.1 -0.1 -0.4233
O -7.76452 -0.13882 4.82972 -0.1 0.1 -0.1 0.0567
O -7.34124 -2.20984 5.10991 -0.1 -0.3 0.1 0.0112
H -9.87776 -0.46923 5.94377 0.0 0.0 0.0 0.1056
H -9.92622 -2.16523 5.34921 0.0 0.0 0.0 0.1115
H -9.16488 -1.79969 6.91972 0.0 -0.1 0.0 0.1133
C 0.30837 5.53967 -3.88484 -0.1 0.1 -0.1 0.0505
N 0.23982 4.86335 -2.56418 0.0 -0.1 -0.1 -0.4303
O -0.84642 4.51028 -2.14623 -0.1 0.1 0.0 0.0494
O 1.28698 4.67455 -1.98126 0.1 0.0 0.1 0.0507
H -0.69632 5.62525 -4.27785 0.0 0.0 0.0 0.0799
H 0.74683 6.51767 -3.71568 0.0 0.0 0.0 0.0990
H 0.94901 4.93849 -4.52369 0.1 0.0 0.1 0.1058
C 3.59337 -4.28214 2.09034 0.0 -0.1 -0.1 0.0532
N 2.87794 -4.30958 3.39560 0.1 0.0 0.0 -0.4568
O 2.15288 -5.25132 3.63322 -0.1 -0.1 -0.1 0.0642
O 3.06134 -3.37271 4.14537 0.1 0.1 0.0 0.0452
H 3.33200 -5.17591 1.53982 0.0 0.0 0.0 0.0967
H 3.27908 -3.38105 1.57184 0.0 0.0 0.0 0.0987
H 4.65543 -4.24409 2.30227 0.1 0.1 0.0 0.1028
C -3.03142 7.75501 -1.45944 0.0 0.1 0.1 0.0532
N -2.13968 7.63831 -2.64375 0.0 -0.1 0.1 -0.4431
O -1.01958 8.09552 -2.56278 0.1 0.0 0.1 0.0660
O -2.58902 7.07274 -3.61630 -0.1 0.0 -0.1 0.0602
H -2.49048 8.27333 -0.67813 0.0 0.0 0.0 0.0962
H -3.91270 8.30490 -1.77371 0.0 0.0 0.0 0.1020
H -3.29860 6.74500 -1.16557 0.0 0.0 0.0 0.0998
C 3.62786 2.19899 -2.68834 0.0 -0.1 0.0 0.0492
N 4.68495 2.70984 -3.60382 0.0 -0.1 0.1 -0.4415
O 5.84520 2.53355 -3.28998 0.1 0.0 0.0 0.0517
O 4.31572 3.26749 -4.61001 -0.1 0.1 -0.1 0.0765
H 4.10922 1.72536 -1.84184 0.0 0.0 0.0 0.0985
H 3.02403 3.05057 -2.38671 0.0 0.0 0.0 0.0751
H 3.03132 1.49193 -3.25852 0.0 0.0 0.0 0.0896
C 8.49767 0.73360 -3.90426 0.0 0.1 -0.1 0.0493
N 8.60851 -0.71303 -4.23214 -0.1 0.1 0.1 -0.4474
O 8.75214 -1.03879 -5.38615 0.1 0.0 -0.2 0.0823
O 8.52137 -1.48520 -3.29683 0.0 -0.1 0.1 0.0417
H 8.57234 1.30412 -4.82108 0.0 0.0 0.0 0.0994
H 7.53365 0.87473 -3.42960 0.0 0.0 0.1 0.0730
H 9.29920 0.97230 -3.21279 0.0 0.0 0.0 0.1038
C 7.84564 -4.70493 -2.52466 0.0 0.2 0.0 0.0498
N 6.72602 -5.28782 -1.73583 0.0 0.2 0.0 -0.4577
O 5.85058 -4.53698 -1.35051 0.0 0.1 0.0 0.0463
O 6.75529 -6.47757 -1.52458 0.0 -0.2 0.0 0.0645
H 7.67806 -3.64087 -2.62762 0.0 0.0 0.0 0.0643
H 8.76346 -4.91302 -1.98441 0.0 -0.1 0.0 0.1040
H 7.85531 -5.20154 -3.48945 0.0 -0.1 0.0 0.1043